159
Properties=species:S:1:pos:R:3 method="wB97M-V/def2-TZVPD" total_charge=-2 multiplicity=2 energy_ev=-133789.46837
C -2.137 -0.894 -0.495
O -2.113 -0.182 0.840
O -3.251 -0.392 -1.237
C -0.701 -1.150 -1.214
F 0.140 -1.912 -0.435
F -0.768 -1.857 -2.401
F -0.087 -0.017 -1.451
C -1.028 -0.480 1.752
C -1.336 0.505 2.904
H -0.424 0.820 3.411
H -1.729 1.456 2.543
H -1.929 0.006 3.670
H -0.065 -0.150 1.363
H -1.051 -1.516 2.088
H -2.429 -1.859 -0.081
C -3.519 -3.749 2.795
C -4.090 -4.676 1.907
C -5.335 -5.371 2.273
O -6.034 -6.142 1.448
C -5.934 -5.223 3.496
C -5.348 -4.308 4.523
C -4.024 -3.617 4.144
O -3.590 -2.843 5.025
O -5.937 -3.997 5.568
O -3.485 -4.963 0.825
H -2.623 -3.208 2.526
H -6.810 -5.802 3.751
C -1.322 0.935 -4.253
O -1.036 0.426 -5.544
C -0.884 1.290 -6.558
O -0.950 2.521 -6.529
O -0.568 0.538 -7.635
C -0.283 1.078 -8.900
H -2.279 1.456 -4.221
H -0.516 1.506 -3.793
H -1.596 0.021 -3.727
H -1.122 1.688 -9.236
H -0.293 0.368 -9.727
H 0.625 1.678 -8.962
C -0.314 2.843 0.561
O -0.001 3.728 -0.527
C -0.778 3.738 -1.659
O -1.632 2.911 -2.028
O -0.410 4.808 -2.337
C -0.820 5.010 -3.662
H -1.296 3.070 0.976
H 0.522 2.949 1.251
H -0.261 1.829 0.166
H -0.935 4.064 -4.192
H -0.027 5.619 -4.096
H -1.806 5.473 -3.628
C 3.014 0.347 -0.369
O 3.692 1.596 -0.006
C 3.337 2.216 1.104
O 2.502 1.887 1.957
O 4.194 3.258 1.284
C 4.035 4.321 2.228
H 3.121 -0.343 0.468
H 3.490 -0.072 -1.256
H 1.960 0.584 -0.511
H 3.748 3.937 3.208
H 3.316 5.018 1.798
H 5.016 4.783 2.336
C -1.465 -3.442 -9.285
O -0.323 -3.011 -8.479
C -0.258 -3.127 -7.146
O 0.827 -3.192 -6.663
O -1.472 -3.192 -6.514
C -1.509 -3.593 -5.091
H -1.653 -4.512 -9.374
H -1.318 -3.092 -10.307
H -2.345 -2.922 -8.908
H -2.484 -3.282 -4.716
H -0.703 -3.132 -4.521
H -1.393 -4.672 -4.991
C -1.065 0.920 7.426
O 0.327 0.799 7.645
C 1.187 1.654 7.065
O 0.910 2.445 6.141
O 2.466 1.369 7.424
C 3.559 2.095 6.879
H -1.353 0.514 6.457
H -1.284 1.987 7.455
H -1.638 0.398 8.193
H 4.497 1.937 7.412
H 3.306 3.155 6.857
H 3.771 1.749 5.867
C -0.568 -5.286 -1.344
O -0.735 -6.432 -2.106
C -1.992 -6.819 -2.333
O -3.023 -6.339 -1.837
O -1.912 -7.991 -2.974
C -3.034 -8.723 -3.465
H -1.028 -5.406 -0.363
H -1.066 -4.485 -1.891
H 0.476 -4.973 -1.331
H -2.708 -9.717 -3.772
H -3.585 -8.219 -4.259
H -3.650 -8.905 -2.584
C -0.661 -2.251 5.223
O 0.615 -1.583 5.377
C 1.462 -1.742 4.388
O 1.353 -2.377 3.369
O 2.575 -1.135 4.759
C 3.533 -0.833 3.853
H -0.684 -3.256 5.643
H -1.020 -2.238 4.193
H -1.321 -1.672 5.868
H 3.190 0.033 3.288
H 3.751 -1.582 3.092
H 4.431 -0.778 4.468
C 2.669 -3.176 0.503
O 2.381 -3.521 -0.874
C 3.364 -3.663 -1.724
O 4.548 -3.487 -1.469
O 2.893 -4.112 -2.897
C 3.762 -4.298 -4.023
H 2.462 -3.984 1.205
H 2.130 -2.278 0.804
H 3.693 -2.882 0.732
H 4.312 -5.234 -3.934
H 4.490 -3.504 -4.190
H 3.212 -4.291 -4.964
C -3.062 3.216 5.560
O -3.109 3.086 4.145
C -3.344 4.042 3.213
O -3.358 3.720 2.019
O -3.355 5.295 3.676
C -3.325 6.430 2.760
H -2.425 2.457 6.014
H -4.042 3.308 6.028
H -2.536 4.130 5.835
H -4.304 6.865 2.559
H -2.840 6.356 1.786
H -2.849 7.122 3.454
C 0.188 4.324 3.798
O 0.480 5.379 2.894
C 1.094 6.506 3.328
O 1.403 6.687 4.491
O 1.124 7.408 2.249
C 1.866 8.649 2.278
H -0.495 3.622 3.320
H -0.316 4.693 4.691
H 1.118 3.880 4.153
H 1.221 9.520 2.155
H 2.625 8.717 1.499
H 2.325 8.716 3.264
C 2.024 -1.007 -4.361
O 2.818 -0.073 -3.718
C 3.582 0.807 -4.436
O 3.502 1.029 -5.638
O 4.383 1.468 -3.546
C 5.179 2.505 -4.091
H 1.577 -1.553 -3.530
H 2.606 -1.693 -4.976
H 1.193 -0.463 -4.811
H 4.648 3.345 -4.539
H 5.854 2.195 -4.889
H 5.841 3.041 -3.410



128
Properties=species:S:1:pos:R:3 method="wB97M-V/def2-TZVPD" energy_ev=-67194.35486 smiles=Cc1ccc(C(C)C)c(OC[C@@H](C#N)[C@@H](O)C#N)c1.C1CCOC1.C1CCOC1.C1CCOC1.C1CCOC1.C1CCOC1.C1CCOC1.C1CCOC1
C 9.638 -5.547 -3.551
C 8.133 -5.547 -3.824
C 7.539 -6.451 -4.688
C 6.160 -6.457 -4.892
C 5.307 -5.572 -4.262
C 3.785 -5.528 -4.390
C 3.241 -4.179 -4.957
C 3.148 -6.707 -5.181
C 5.915 -4.626 -3.407
O 5.081 -3.715 -2.781
C 5.496 -3.442 -1.450
C 4.262 -3.008 -0.604
C 3.152 -3.988 -0.829
N 2.470 -4.894 -1.068
C 4.723 -3.060 0.879
O 5.869 -2.235 0.984
C 3.632 -2.687 1.833
N 2.696 -2.318 2.411
C 7.285 -4.618 -3.202
H 10.079 -4.697 -4.088
H 10.043 -6.511 -3.892
H 9.829 -5.466 -2.471
H 8.188 -7.161 -5.203
H 5.771 -7.203 -5.584
H 3.387 -5.592 -3.364
H 3.903 -3.324 -4.771
H 3.052 -4.218 -6.040
H 2.287 -3.974 -4.442
H 2.468 -7.258 -4.508
H 2.513 -6.368 -6.014
H 3.858 -7.449 -5.563
H 5.854 -4.379 -0.983
H 6.292 -2.689 -1.428
H 3.912 -2.005 -0.887
H 5.079 -4.094 1.039
H 6.225 -2.312 1.877
H 7.756 -3.899 -2.528
C -0.482 -2.411 6.056
C 0.652 -1.966 5.144
C 1.632 -1.363 6.135
O 1.462 -2.075 7.367
C 0.276 -2.872 7.291
H -1.112 -3.190 5.628
H -1.118 -1.555 6.304
H 1.099 -2.836 4.658
H 0.345 -1.265 4.369
H 1.410 -0.306 6.322
H 2.669 -1.446 5.805
H 0.579 -3.921 7.201
H -0.302 -2.755 8.209
C -2.190 -1.498 2.729
C -0.998 -1.264 1.812
C -1.679 -1.041 0.472
O -2.953 -0.448 0.748
C -3.221 -0.543 2.150
H -1.980 -1.309 3.781
H -2.538 -2.530 2.630
H -0.466 -0.359 2.118
H -0.284 -2.087 1.797
H -1.854 -1.989 -0.048
H -1.105 -0.385 -0.185
H -3.119 0.459 2.582
H -4.246 -0.886 2.304
C 1.260 -3.628 -10.842
C 1.903 -2.474 -10.087
C 2.033 -3.052 -8.687
O 2.210 -4.465 -8.841
C 1.925 -4.833 -10.194
H 1.412 -3.588 -11.920
H 0.184 -3.645 -10.649
H 2.894 -2.266 -10.500
H 1.323 -1.552 -10.115
H 1.122 -2.888 -8.102
H 2.879 -2.637 -8.137
H 2.873 -5.075 -10.686
H 1.291 -5.721 -10.206
C -0.812 2.619 -1.168
C 0.525 1.898 -1.151
C 1.403 2.853 -1.947
O 0.890 4.169 -1.717
C -0.387 4.075 -1.074
H -1.483 2.319 -0.362
H -1.319 2.438 -2.120
H 0.890 1.820 -0.123
H 0.488 0.896 -1.578
H 1.341 2.648 -3.021
H 2.451 2.811 -1.646
H -0.264 4.385 -0.030
H -1.091 4.753 -1.556
C -4.326 2.956 1.701
C -4.922 3.012 3.100
C -5.009 4.510 3.343
O -5.213 5.124 2.060
C -4.983 4.153 1.033
H -4.518 2.019 1.178
H -3.244 3.104 1.753
H -5.924 2.574 3.093
H -4.330 2.494 3.853
H -4.077 4.897 3.759
H -5.826 4.780 4.012
H -5.953 3.882 0.600
H -4.363 4.591 0.248
C -6.930 9.307 0.916
C -7.235 7.817 0.938
C -8.325 7.737 1.992
O -9.040 8.980 1.940
C -8.308 9.911 1.137
H -6.460 9.647 -0.007
H -6.270 9.563 1.749
H -7.630 7.505 -0.034
H -6.373 7.194 1.170
H -7.900 7.633 2.996
H -9.017 6.911 1.821
H -8.844 10.035 0.190
H -8.269 10.878 1.643
C -3.120 5.480 8.389
C -2.591 4.071 8.170
C -3.456 3.589 7.016
O -3.784 4.745 6.236
C -3.423 5.923 6.966
H -2.419 6.139 8.899
H -4.043 5.444 8.974
H -1.544 4.111 7.861
H -2.662 3.432 9.050
H -4.392 3.148 7.377
H -2.947 2.856 6.387
H -2.538 6.359 6.490
H -4.237 6.648 6.915



129
Properties=species:S:1:pos:R:3 method="wB97M-V/def2-TZVPD" total_charge=-2 e_above_lowest_kcal_mol=0.0 energy_ev=-69922.51808
Rb -0.502 0.408 -1.231
C -3.124 1.436 2.321
C -1.694 1.216 2.808
N -0.684 1.329 1.759
C 0.243 2.443 1.892
C -0.414 3.820 1.792
N -1.444 3.906 0.775
C -1.490 5.181 0.086
C -2.644 5.270 -0.908
C -2.617 4.269 -2.067
N -2.678 2.879 -1.650
C -3.931 2.563 -0.973
C -4.192 1.071 -0.843
N -3.279 0.344 0.033
C -3.665 0.308 1.435
H -3.172 2.397 1.809
H -3.765 1.503 3.210
H -1.634 0.220 3.262
H -1.471 1.932 3.611
H -0.160 0.465 1.688
H 0.987 2.340 1.096
H 0.797 2.420 2.846
H 0.407 4.531 1.601
H -0.846 4.110 2.761
H -1.406 3.141 0.107
H -0.542 5.413 -0.431
H -1.623 5.966 0.842
H -2.632 6.273 -1.349
H -3.588 5.182 -0.363
H -1.700 4.413 -2.642
H -3.460 4.525 -2.737
H -2.558 2.252 -2.447
H -4.789 2.996 -1.522
H -3.926 3.033 0.013
H -4.120 0.612 -1.829
H -5.237 0.951 -0.503
H -3.263 -0.610 -0.325
H -3.305 -0.641 1.846
H -4.767 0.292 1.528
C 3.128 2.076 -0.234
C 2.692 2.259 -1.569
C 2.573 0.956 -2.155
C 2.942 0.033 -1.142
C 3.291 0.710 0.034
C 3.905 0.129 1.294
C 3.891 -1.397 1.267
C 3.151 0.596 2.544
C 5.365 0.595 1.412
C 2.371 0.462 -3.599
C 1.317 1.195 -4.443
C 3.724 0.524 -4.334
C 1.923 -1.010 -3.622
C 2.410 3.659 -2.115
C 3.260 4.001 -3.348
C 0.917 3.849 -2.421
C 2.754 4.730 -1.068
H 3.319 2.868 0.479
H 2.993 -1.039 -1.266
H 2.871 -1.778 1.205
H 4.353 -1.801 2.175
H 4.440 -1.780 0.405
H 2.116 0.245 2.520
H 3.133 1.686 2.602
H 3.622 0.209 3.456
H 5.934 0.267 0.539
H 5.840 0.190 2.315
H 5.416 1.685 1.449
H 1.554 2.241 -4.615
H 0.317 1.128 -4.010
H 1.253 0.713 -5.423
H 4.119 1.540 -4.362
H 3.628 0.158 -5.364
H 4.454 -0.098 -3.809
H 0.925 -1.149 -3.199
H 2.624 -1.665 -3.107
H 1.861 -1.349 -4.660
H 3.074 3.333 -4.184
H 4.321 3.928 -3.095
H 3.054 5.024 -3.684
H 0.549 3.167 -3.182
H 0.714 4.875 -2.754
H 0.337 3.670 -1.512
H 3.806 4.679 -0.777
H 2.144 4.617 -0.170
H 2.558 5.723 -1.486
O -2.444 -1.358 -4.699
C -2.377 -0.793 -3.602
O -2.181 0.453 -3.385
C -2.530 -1.666 -2.325
O -3.690 -1.891 -1.904
O -1.462 -2.040 -1.752
C -1.933 -2.805 4.209
C -0.714 -3.261 3.403
C 0.371 -2.180 3.518
C -0.148 -4.541 4.022
P -1.194 -3.221 1.568
C 0.243 -4.065 0.788
C 1.022 -3.300 -0.075
C 2.111 -3.853 -0.738
C 2.441 -5.183 -0.548
C 1.674 -5.965 0.309
C 0.589 -5.409 0.966
C -2.639 -4.405 1.249
C -3.904 -3.546 1.392
C -2.783 -5.642 2.135
C -2.552 -4.841 -0.220
H -1.633 -2.585 5.239
H -2.711 -3.570 4.243
H -2.373 -1.899 3.785
H 0.686 -2.080 4.563
H 0.006 -1.208 3.181
H 1.252 -2.433 2.924
H 0.065 -4.356 5.082
H 0.790 -4.828 3.546
H -0.837 -5.381 3.966
H 0.773 -2.261 -0.251
H 2.695 -3.236 -1.409
H 3.287 -5.615 -1.071
H 1.917 -7.011 0.458
H -0.006 -6.038 1.613
H -3.981 -3.076 2.377
H -4.787 -4.180 1.252
H -3.926 -2.777 0.616
H -2.940 -5.392 3.186
H -1.927 -6.314 2.063
H -3.663 -6.202 1.799
H -2.352 -3.990 -0.876
H -3.515 -5.272 -0.512
H -1.778 -5.596 -0.371